1.
C20H28NO | wB97M-V/def2-TZVPD

```
50
Properties=species:S:1:pos:R:3:forces:R:3
C 1.5500 -0.5612 4.4480 -7.6 4.8 -3.5
C 0.4021 0.1831 4.0393 7.6 -5.9 1.4
C -0.8737 0.7055 3.1153 0.8 0.1 0.0
C -0.5084 0.7249 1.4820 0.8 0.5 1.4
C 0.7396 1.8323 1.3612 -1.2 0.5 -0.2
C 1.0924 2.2509 -0.1834 2.0 0.2 0.6
C 2.2010 1.2176 -0.8697 1.3 -1.7 -2.3
C 2.0951 1.0928 -2.5335 4.0 -3.3 2.8
C 3.1597 0.0258 -3.2202 -0.1 0.5 3.3
C 4.2583 -0.8628 -2.3731 -1.9 2.2 2.5
C 4.3975 -0.7010 -0.7363 -3.7 2.6 -2.7
C 3.3280 0.3664 -0.0261 0.2 -0.7 -3.2
C -1.8406 1.3055 0.7388 0.0 0.3 0.1
C -2.3972 0.4261 -0.5218 -2.1 2.7 -0.1
C -3.7969 -0.2834 -0.0477 -0.8 -0.2 0.0
C -2.8453 1.5452 -1.6839 0.1 -0.7 -0.2
N -1.3986 -0.4735 -1.1934 -3.0 -1.7 0.4
O -2.0248 -1.0995 -2.2151 2.1 1.3 1.8
C -0.6772 -1.4147 -0.2775 2.6 -2.6 -0.1
C -1.5372 -2.7989 0.0995 1.0 0.1 0.3
C 0.6297 -1.9865 -1.1529 -0.9 -1.1 -0.8
C -0.0736 -0.7989 1.1006 -0.2 0.2 1.0
H 2.5542 -1.1723 4.6564 -2.9 1.9 -0.3
H -1.0766 1.8139 3.4327 0.1 -2.2 -0.4
H -1.8349 0.0169 3.2252 2.2 1.4 0.2
H 1.6972 1.5035 1.9499 -1.9 0.4 -1.2
H 0.3303 2.8009 1.9262 0.9 -2.0 -1.3
H 0.1599 2.4309 -0.8669 1.8 -0.7 1.3
H 1.6566 3.3014 -0.1200 -1.2 -2.2 -0.2
H 1.3250 1.6928 -3.1792 1.7 -1.3 1.5
H 3.1187 -0.1393 -4.3780 0.1 0.4 2.5
H 4.9834 -1.6438 -2.8951 -1.9 2.0 1.0
H 5.1702 -1.3115 -0.0657 -1.9 1.5 -1.8
H 3.4403 0.4694 1.1484 -0.5 -0.1 -2.8
H -2.7201 1.3846 1.5277 1.8 -0.2 -1.6
H -1.6684 2.4229 0.3574 -0.1 -2.5 0.9
H -4.6019 0.5666 0.1562 1.9 -1.6 -0.4
H -3.7164 -0.8885 0.9668 0.0 1.2 -2.2
H -4.2744 -0.9653 -0.8950 1.3 1.3 1.8
H -3.3710 2.4843 -1.1857 1.1 -2.1 -1.1
H -1.8629 1.8521 -2.2402 -1.9 -0.3 1.0
H -3.5585 1.0313 -2.4915 1.6 1.2 1.9
H -0.7184 -3.5295 0.5699 -1.8 1.6 -0.9
H -1.9237 -3.3338 -0.8665 0.5 1.3 1.9
H -2.3636 -2.5978 0.9131 1.5 -0.5 -1.8
H 0.7885 -1.3363 -2.1224 0.0 -1.2 2.3
H 1.5894 -2.1319 -0.5012 -1.8 0.6 -1.3
H 0.3390 -3.0743 -1.5498 0.6 2.3 0.8
H 1.1163 -0.8430 1.1899 -2.7 0.0 -0.6
H -0.4584 -1.5001 1.9871 0.8 1.5 -2.0
```
Forces are in eV/Å.

Summary:
2S+1: 2
charge: 0
gap between HOMO and LUMO (spin up / spin down): 8.538 / 8.070 eV
E_LUMO (spin up / spin down): 0.0045 / -0.0129 hartree
energy: -908.15948 Ha
energy above the lowest of the compared OMol25 structures with the same formula, charge and spin: 368.9 kcal/mol

2.
C20H28NO3PPdS2 | wB97M-V/def2-TZVPD

```
56
Properties=species:S:1:pos:R:3:forces:R:3
Pd 0.0131 -0.3505 0.0302 0.3 -0.5 0.6
C 2.4371 -0.9857 -5.1493 -0.1 -0.2 0.2
C 2.3121 -2.1552 -4.1822 0.3 0.1 0.0
O 1.0903 -2.1163 -3.4735 -0.2 0.1 0.1
P 0.8907 -1.4734 -1.9773 0.2 -1.1 -0.5
S -0.9630 -2.0962 -1.5821 0.4 0.1 0.0
S 1.4896 0.4297 -1.9520 0.0 0.2 -0.4
O 2.0837 -2.2273 -1.1525 -0.1 0.3 -0.4
C 1.9462 -3.5842 -0.7621 -0.2 -0.4 0.1
C 1.2772 -3.6765 0.6008 0.0 0.2 -0.2
H 3.3726 -1.0555 -5.7005 0.1 0.0 -0.1
H 2.4245 -0.0517 -4.5931 0.0 0.1 0.0
H 1.6028 -0.9913 -5.8477 0.0 0.0 -0.1
H 3.1563 -2.1584 -3.4811 -0.1 -0.1 -0.1
H 2.3018 -3.1085 -4.7271 0.1 0.1 0.1
H 2.9669 -3.9883 -0.7345 -0.2 0.0 0.0
H 1.3706 -4.1327 -1.5188 0.1 0.0 0.1
H 1.8746 -3.1463 1.3424 0.0 0.0 0.0
H 1.1604 -4.7170 0.9005 0.0 -0.1 0.0
H 0.2944 -3.1921 0.5521 0.3 -0.2 0.1
C -0.3911 3.4784 3.2024 -0.9 -0.8 2.2
C 0.0899 3.1733 1.9547 0.7 -1.6 -1.7
C 0.2965 1.8341 1.5732 0.3 1.4 0.6
C -0.0337 0.7766 2.4585 0.0 0.4 1.2
C 0.0798 -0.5761 2.0863 -0.3 -1.6 -0.6
C -0.1222 -1.6018 3.0341 0.4 1.0 -1.7
C -0.4339 -1.2773 4.3358 -0.2 1.6 1.3
C -0.6089 0.0606 4.7179 0.1 -1.3 0.1
C -0.4514 1.1070 3.7923 0.2 -0.1 -0.4
C -0.6456 2.4541 4.1335 0.3 1.4 -0.8
H -0.5576 4.5112 3.4859 0.0 0.0 0.1
H 0.3512 3.9602 1.2556 0.1 0.0 0.1
H 0.8551 1.6195 0.6468 -0.4 0.1 0.4
H -0.0375 -2.6497 2.7665 0.0 0.1 -0.2
H -0.5439 -2.0590 5.0800 0.0 0.0 0.1
H -0.8234 0.2956 5.7540 -0.2 0.0 0.0
H -0.9698 2.7059 5.1357 0.0 0.0 0.1
O -2.1035 0.7985 -0.3030 -0.5 0.7 0.2
C -2.0285 2.0107 -0.4865 -0.4 -0.3 -0.2
C -3.0969 2.9601 0.0194 -0.1 -0.2 -0.1
C -3.8464 3.6257 -1.1421 0.0 0.3 0.2
C -3.1556 4.8812 -1.6708 0.0 -0.2 -0.3
C -1.8504 4.5760 -2.4012 0.2 0.2 0.2
C -0.8021 3.9384 -1.4794 -0.3 0.2 -0.2
N -1.0484 2.5396 -1.2456 0.5 -0.3 -0.1
H -2.6463 3.7139 0.6693 0.0 0.0 0.1
H -3.7875 2.3625 0.6162 0.2 0.0 0.0
H -4.8513 3.8968 -0.8095 0.0 -0.1 0.0
H -3.9527 2.9022 -1.9547 -0.1 0.0 0.0
H -2.9487 5.5651 -0.8431 0.0 0.0 0.1
H -3.8287 5.4042 -2.3553 0.0 0.0 0.0
H -1.4417 5.5061 -2.8055 0.0 0.0 0.0
H -2.0432 3.9018 -3.2388 0.1 0.0 0.0
H -0.7860 4.4915 -0.5307 0.1 0.0 -0.1
H 0.1898 4.0184 -1.9328 -0.1 0.0 0.1
H -0.3348 1.8685 -1.5504 -0.3 0.1 0.0
```
Forces are in eV/Å.

Summary:
2S+1: 2
charge: -1
gap between HOMO and LUMO (spin up / spin down): 6.321 / 6.485 eV
E_LUMO (spin up / spin down): 0.1034 / 0.1034 hartree
energy: -2325.12563 Ha
energy above the lowest of the compared OMol25 structures with the same formula, charge and spin: 0.0 kcal/mol

3.
C20H28NO3PZr | wB97M-V/def2-TZVPD

```
54
Properties=species:S:1:pos:R:3:forces:R:3
C 0.4278 3.4307 -3.6884 0.7 0.4 0.1
C -0.8458 2.9772 -3.4497 -1.0 -0.1 0.2
C -1.0642 1.9228 -2.5669 0.2 0.1 0.1
C 0.0064 1.4001 -1.8235 -0.5 -2.0 -0.3
C 1.2880 1.7690 -2.1610 0.7 0.9 -0.2
C 1.4992 2.8274 -3.0543 0.5 -0.5 0.5
C -2.4129 1.2959 -2.4574 -0.8 -0.8 0.5
C -2.1793 -0.1840 -1.9367 -0.5 -0.4 -2.2
N -2.2868 -1.2880 -2.8144 -1.5 1.2 -1.2
Zr -0.7679 -0.6364 -0.1806 -0.6 2.4 3.0
C 2.4558 1.0499 -1.5718 0.1 -0.5 0.8
P 1.8283 -0.5507 -0.8815 3.4 2.6 -0.3
H -1.7119 3.4127 -3.9619 0.4 -0.1 0.1
H 2.5376 3.1264 -3.2144 -0.4 0.1 -0.2
H 0.6157 4.2472 -4.3715 -0.1 0.0 -0.1
H 2.9209 1.5663 -0.7163 0.0 0.1 -0.5
H 3.2165 0.7454 -2.3042 -0.1 0.4 0.2
H -3.0376 1.8126 -1.6988 0.3 -0.2 -0.4
H -2.9822 1.3030 -3.4143 0.4 -0.1 0.7
H -0.9894 -0.2034 -1.9846 -0.3 1.4 0.6
C 3.2274 -1.1883 0.0626 0.0 -0.2 -0.1
C 1.8665 -1.5394 -2.4249 -1.3 -1.1 -0.5
H -2.7621 -0.3347 -0.9932 0.0 -0.2 -0.2
C -1.7373 -1.1451 -4.1369 0.3 -0.4 -0.7
C -3.0418 -2.4663 -2.5719 -0.4 -1.3 0.5
H 1.4019 0.2271 0.3713 -1.7 -1.2 -0.3
H -2.3476 -1.7046 -4.8684 0.1 0.5 0.3
H -1.6452 -0.1055 -4.4512 -0.1 0.0 0.0
H -0.7431 -1.6116 -4.2036 0.1 0.1 0.0
H -3.4704 -2.8767 -3.5122 0.1 0.5 0.7
H -2.3898 -3.2523 -2.1507 -0.3 0.0 -0.2
H -3.8200 -2.2773 -1.8231 -0.1 -0.1 -0.3
H 2.9051 -1.4916 -2.7831 -0.1 0.1 0.5
H 1.5839 -2.5835 -2.2346 0.1 0.2 -0.2
H 1.2107 -1.1084 -3.1934 0.1 0.0 0.3
H 4.1281 -1.0977 -0.5476 0.0 -0.2 0.1
H 3.3472 -0.5819 0.9660 0.0 -0.2 -0.1
H 3.0453 -2.2338 0.3214 0.2 0.0 0.2
H -1.4442 -2.2138 -0.8748 0.9 0.1 0.8
O 0.2004 3.0642 3.3198 0.0 -1.1 -0.1
C -0.1892 2.0686 4.1608 0.0 0.7 -0.1
C 0.0046 2.2525 5.5386 -0.1 -0.8 -0.1
C -0.3718 1.2199 6.4132 0.0 0.7 -0.9
C -1.0963 0.1145 5.9517 -0.4 -0.7 -0.8
C -1.3834 -0.0134 4.5820 0.2 0.0 1.2
C -0.8561 0.9031 3.6719 -0.4 0.7 -0.7
C -1.0355 0.7230 2.2246 1.8 0.5 1.0
O -1.8103 -0.1881 1.7139 0.8 -0.5 -1.7
O -0.2438 1.3622 1.4190 -1.1 -1.3 -0.5
H 0.1512 2.6703 2.4098 0.1 0.7 0.7
H 0.4650 3.1777 5.8925 -0.1 -0.4 -0.2
H -0.1184 1.3047 7.4594 -0.1 0.0 0.1
H -1.4476 -0.6564 6.6520 0.2 0.5 -0.4
H -2.0065 -0.8067 4.1852 0.1 -0.1 0.2
```
Forces are in eV/Å.

Summary:
charge: +2
gap between HOMO and LUMO (spin up / spin down): 3.529 / 3.530 eV
E_LUMO (spin up / spin down): -0.3630 / -0.3630 hartree
energy: -1446.97233 Ha

- Among the records above, which one has the highest charge?
  C20H28NO3PZr